Entry 1:
# C3H5N2

A cluster of 2 separate species, C3H5N2 in total in a non-equilibrium geometry (ωB97M-V/def2-TZVPD, the OMol25 dataset).

Summary:
Orbital gap (alpha / beta): 7.70 / 7.83 eV
LUMO energy (alpha / beta): -7.15 / -7.13 eV
HOMO (alpha / beta): -14.850 / -14.960 eV
Energy above the lowest of the compared OMol25 structures with the same formula, charge and spin: 173.1 kcal per mole
Total charge: +1

Atoms and positions in Å:
N1 1.06841 1.15298 -0.10679
N2 1.34298 -1.20947 0.07228
C1 -2.86340 0.12907 0.12375
C2 0.75275 -0.10547 -0.05328
C3 -1.74105 -0.10308 -0.20105
H1 2.33034 -1.27391 0.30198
H2 0.19534 1.82231 -0.26558
H3 -3.88970 0.13421 0.06504
H4 0.83921 -2.13262 0.24002
H5 1.96511 1.58598 -0.17637

Computed natural (NBO) charges, given in elementary charges: -0.7858, -0.7749, -0.2742, 0.7385, -0.0386, 0.4499, 0.4915, 0.2560, 0.4861, 0.4514

---

Entry 2:
# C6H18O6Tl

A structure of composition C6H18O6Tl (ωB97M-V/def2-TZVPD, the OMol25 dataset).

Summary:
Orbital gap: 3.63 eV
LUMO energy: -17.48 eV
HOMO: -21.105 eV
Energy above the lowest of the compared OMol25 structures with the same formula, charge and spin: 47.3 kcal per mole
Total charge: +3

Atoms and positions in Å:
Tl1 0.67113 -0.98920 -1.27480
O1 -1.46400 0.98961 -1.25094
O2 1.74514 -2.30299 1.05973
O3 -2.12181 -1.71102 -1.02328
O4 1.61962 1.38983 -2.34755
O5 -0.48407 -0.67188 1.39696
O6 1.55315 1.26653 0.52190
C1 0.84007 -2.56300 2.11732
C2 -3.12499 -0.73678 -0.72869
C3 0.15526 -1.26951 2.50337
C4 -2.80924 0.54284 -1.44611
C5 1.84358 2.45400 -0.21165
C6 2.54742 2.05132 -1.46408
H1 -1.42061 1.86140 -1.67859
H2 2.46646 3.15701 0.35269
H3 0.09561 -3.30814 1.78187
H4 -3.49516 1.34595 -1.15123
H5 0.95776 -0.61171 2.90226
H6 3.02126 2.91594 -1.95061
H7 1.37736 -3.00423 2.95796
H8 -0.53144 -1.36339 3.35248
H9 3.36625 1.35156 -1.23964
H10 -3.18401 -0.64371 0.36689
H11 1.54778 1.49554 1.46408
H12 1.93948 1.49624 -3.26163
H13 -1.15261 -0.05696 1.73986
H14 -2.40750 -2.58844 -0.71872
H15 2.61699 -2.67764 1.26294
H16 0.90394 2.98960 -0.43525
H17 -2.97876 0.31383 -2.51720
H18 -4.09404 -1.12258 -1.08035

Computed natural (NBO) charges, given in elementary charges: 1.3157, -0.6338, -0.6653, -0.6282, -0.6609, -0.6037, -0.6316, -0.1100, -0.1112, -0.1123, -0.1280, -0.1192, -0.1225, 0.5251, 0.2624, 0.2524, 0.2633, 0.2517, 0.2787, 0.2602, 0.2569, 0.2214, 0.2241, 0.5181, 0.5406, 0.5229, 0.5308, 0.5397, 0.2295, 0.2537, 0.2794

---

Entry 3:
# C3H14O4

A cluster of 5 separate species, C3H14O4 in total in a non-equilibrium geometry (ωB97M-V/def2-TZVPD, the OMol25 dataset).

Summary:
Orbital gap: 10.68 eV
LUMO energy: 0.57 eV
HOMO: -10.108 eV
Energy above the lowest of the compared OMol25 structures with the same formula, charge and spin: 26.0 kcal per mole
SMILES string: C=CC.O.O.O.O
Total charge: 0

Atoms and positions in Å:
O1 -2.31574 -1.52666 -2.05896
O2 -0.34976 1.45789 3.19762
O3 -1.68507 -3.03665 0.45625
O4 -1.38928 0.40516 -0.22593
C1 1.91919 1.05755 0.01065
C2 1.75278 -0.32196 -0.54468
C3 1.57283 2.16795 -0.62346
H1 1.61955 3.16821 -0.21098
H2 1.59772 -1.02562 0.27453
H3 -2.16647 -2.72227 -0.32429
H4 2.59920 -0.68557 -1.12909
H5 0.90732 -0.39601 -1.23051
H6 0.01316 1.18026 4.05168
H7 -2.08947 0.58801 0.40555
H8 -2.01979 -0.78038 -1.50260
H9 -0.53752 0.44454 0.21922
H10 -2.34197 -1.16213 -2.94881
H11 -1.07087 -3.68578 0.10269
H12 1.01396 2.11393 -1.55686
H13 2.48932 1.13803 0.90926
H14 0.48092 1.62148 2.72871

Computed natural (NBO) charges, given in elementary charges: -0.9888, -0.9315, -0.9562, -0.9702, -0.2070, -0.6716, -0.3799, 0.2013, 0.2223, 0.4901, 0.2296, 0.2236, 0.4676, 0.4915, 0.5021, 0.4957, 0.4721, 0.4629, 0.1925, 0.1893, 0.4644

---

Entry 4:
# C9H14S

A cluster of 2 separate species, C9H14S in total in a non-equilibrium geometry (ωB97M-V/def2-TZVPD, the OMol25 dataset).

Summary:
Orbital gap (alpha / beta): 2.27 / 9.21 eV
Spin multiplicity: 2
LUMO energy (alpha / beta): 3.39 / 3.52 eV
HOMO (alpha / beta): 1.121 / -5.686 eV
Energy above the lowest of the compared OMol25 structures with the same formula, charge and spin: 4.7 kcal per mole
Total charge: -1

Atoms and positions in Å:
S1 -1.40079 -1.25301 -3.39620
C1 1.31055 2.33788 0.49684
C2 2.45848 -1.00069 1.79147
C3 0.83246 0.70907 2.69972
C4 1.98835 1.13539 0.64448
C5 1.76062 0.31197 1.74510
C6 -1.88212 -2.31604 -2.00385
C7 -3.03755 -1.84372 -1.13070
C8 0.17293 1.92869 2.59094
C9 0.51262 2.77959 1.55034
H1 2.71947 0.82559 -0.08571
H2 -1.65144 -0.09101 -2.76220
H3 -0.97171 -2.49793 -1.40383
H4 -2.13315 -3.26922 -2.42158
H5 2.04878 -1.80673 2.43146
H6 2.59589 -1.46223 0.79511
H7 -3.34509 -2.67406 -0.47711
H8 -0.02758 3.70908 1.50759
H9 0.59252 0.08343 3.57644
H10 1.61630 3.06113 -0.21942
H11 -3.89503 -1.58857 -1.74309
H12 -2.81468 -0.95582 -0.51356
H13 3.48372 -0.89290 2.15565
H14 -0.54480 2.26499 3.31893

Computed natural (NBO) charges, given in elementary charges: -0.2870, -0.2950, -0.7297, -0.2541, -0.2898, -0.0719, -0.6163, -0.6798, -0.2400, -0.2601, 0.2023, 0.0974, 0.2006, 0.1989, 0.2078, 0.2098, 0.1958, 0.1946, 0.1989, 0.2043, 0.1984, 0.2108, 0.2052, 0.1988

---

Entry 5:
# C2H2Cl2O2

The molecule C2H2Cl2O2 in a non-equilibrium geometry (ωB97M-V/def2-TZVPD, the OMol25 dataset).

Summary:
Orbital gap (alpha / beta): 8.68 / 8.23 eV
Spin multiplicity: 3
LUMO energy (alpha / beta): 0.43 / -2.49 eV
HOMO (alpha / beta): -8.250 / -10.715 eV
Energy above the lowest of the compared OMol25 structures with the same formula, charge and spin: 69.4 kcal per mole
Total charge: 0

Atoms and positions in Å:
Cl1 0.83309 -1.84170 -0.32288
Cl2 -2.18209 -0.96944 0.37510
O1 1.95545 0.38736 -0.17598
O2 1.09489 1.17613 0.42814
C1 -0.10141 0.68996 0.52334
C2 -0.39968 -0.50958 -0.26514
H1 -0.43582 -0.40226 -1.30478
H2 -0.76442 1.46953 0.74219

Computed natural (NBO) charges, given in elementary charges: 0.0299, -0.0944, -0.0516, -0.1808, 0.0622, -0.1921, 0.2196, 0.2072

---

Entry 6:
# CH4N2O

The molecule CH4N2O (ωB97M-V/def2-TZVPD, the OMol25 dataset).

Summary:
Orbital gap: 10.80 eV
LUMO energy: 0.76 eV
HOMO: -10.035 eV
Energy above the lowest of the compared OMol25 structures with the same formula, charge and spin: 1.4 kcal per mole
SMILES string: NC(N)=O
Total charge: 0

Atoms and positions in Å:
O1 -1.32911 -0.22023 0.26034
N1 0.71893 -1.05327 -0.26903
N2 0.39744 1.25382 -0.08942
C1 -0.15996 -0.01365 0.01632
H1 1.67891 -1.04427 0.03607
H2 0.28912 -1.95708 -0.14782
H3 -0.05839 1.94374 0.48566
H4 1.40897 1.25197 -0.07486

Computed natural (NBO) charges, given in elementary charges: -0.6316, -0.8592, -0.8368, 0.7743, 0.3806, 0.3985, 0.3995, 0.3748

---

Entry 7:
# C5H12O3Tl

A structure of composition C5H12O3Tl in a non-equilibrium geometry (ωB97M-V/def2-TZVPD, the OMol25 dataset).

Summary:
Orbital gap: 9.52 eV
LUMO energy: -4.02 eV
HOMO: -13.541 eV
Energy above the lowest of the compared OMol25 structures with the same formula, charge and spin: 70.6 kcal per mole
Total charge: +1

Atoms and positions in Å:
Tl1 0.55039 1.62174 -0.39079
O1 1.52369 -0.10805 0.06432
O2 -1.37734 -1.23766 -0.34918
O3 -1.28227 1.74042 -0.09717
C1 -1.59069 -0.50275 0.83633
C2 2.76143 -0.08118 0.76461
C3 -0.19477 -1.40773 -1.07005
C4 -2.16489 0.87165 0.51169
C5 1.11927 -1.42133 -0.32217
H1 -2.56346 1.27849 1.46468
H2 1.90153 -1.83578 -0.97632
H3 -3.04378 0.71137 -0.14813
H4 -0.28335 -2.38260 -1.56932
H5 3.55921 -0.47372 0.11840
H6 2.97137 0.96353 1.01968
H7 1.69546 2.82193 -0.83942
H8 -0.69413 -0.41668 1.47324
H9 2.68652 -0.68632 1.67854
H10 -0.19643 -0.67211 -1.89020
H11 1.04491 -2.04322 0.58295
H12 -2.32496 -1.08021 1.41592

Computed Löwdin charges, given in elementary charges: 1.2365, -0.4187, -0.1124, -0.3554, -0.1876, -0.0383, -0.1895, -0.2792, -0.1415, 0.1390, 0.1550, 0.1459, 0.1543, 0.1216, 0.0930, -0.0011, 0.1247, 0.1221, 0.1275, 0.1578, 0.1461

---

Entry 8:
# C17H25N5O3

The molecule C17H25N5O3 in a non-equilibrium geometry (ωB97M-V/def2-TZVPD, the OMol25 dataset).

Summary:
Orbital gap: 9.37 eV
LUMO energy: 0.11 eV
HOMO: -9.261 eV
Energy above the lowest of the compared OMol25 structures with the same formula, charge and spin: 44.5 kcal per mole
SMILES string: Cc1ccnc2nc(C(=O)OCC(=O)N(CC(C)C)CC(C)C)nn12
Total charge: 0

Atoms and positions in Å:
O1 -1.12845 1.49818 0.00660
O2 0.07382 -0.79321 -0.21638
O3 -1.60544 0.86650 -2.09712
N1 -3.73448 1.27920 0.74417
N2 -4.17023 0.03769 -1.08338
N3 2.14749 0.02237 -0.54795
N4 -5.87540 1.00032 1.78636
N5 -5.23564 0.04472 -0.29983
C1 -4.96632 0.82402 0.84196
C2 5.12795 2.39166 -0.47319
C3 -1.93053 1.02706 -0.94925
C4 2.93527 -3.63982 0.22974
C5 -6.41879 -0.57130 -0.49024
C6 2.65599 -1.34138 -0.68048
C7 3.40144 -1.68883 1.72596
C8 2.53730 -2.20780 0.58214
C9 3.40610 2.14476 1.33032
C10 -6.58708 -1.37488 -1.72676
C11 0.81574 0.15415 -0.36855
C12 4.07339 1.47036 0.13541
C13 0.23677 1.58439 -0.34498
C14 -3.29129 0.78279 -0.42151
C15 3.04049 1.09421 -0.93982
C16 -7.35279 -0.38451 0.49967
C17 -7.02905 0.41096 1.61367
H1 2.84442 -4.28081 1.10293
H2 3.10428 -0.68456 2.01234
H3 2.61126 1.52160 1.73309
H4 2.46376 1.98111 -1.19881
H5 3.29207 -2.33304 2.59536
H6 3.70353 -1.28043 -0.97961
H7 4.56510 0.55587 0.47708
H8 -6.42075 -0.74240 -2.59796
H9 -7.75450 0.56853 2.39962
H10 0.32880 2.03488 -1.34123
H11 5.86228 2.67166 0.27773
H12 -8.32375 -0.84430 0.42154
H13 4.45284 -1.68046 1.44156
H14 3.57342 0.77492 -1.84331
H15 5.64740 1.90068 -1.29296
H16 2.98331 3.10400 1.03770
H17 3.96686 -3.67705 -0.11685
H18 -5.82930 -2.15701 -1.75707
H19 1.49138 -2.20227 0.89581
H20 0.70741 2.20514 0.41607
H21 2.29306 -4.03620 -0.55256
H22 4.66568 3.29956 -0.85466
H23 -7.57746 -1.81712 -1.77346
H24 4.13373 2.32151 2.11904
H25 2.08888 -1.83540 -1.47797

Computed natural (NBO) charges, given in elementary charges: -0.4641, -0.6188, -0.5631, -0.4408, -0.2621, -0.4442, -0.4117, -0.1691, 0.4752, -0.6037, 0.7738, -0.6008, 0.2781, -0.2067, -0.6073, -0.2366, -0.6130, -0.6541, 0.6696, -0.2291, -0.1833, 0.2193, -0.2005, -0.3241, 0.0891, 0.2115, 0.2071, 0.2113, 0.2034, 0.2132, 0.1944, 0.2034, 0.2493, 0.1999, 0.2195, 0.2142, 0.2319, 0.1927, 0.1995, 0.2079, 0.2006, 0.1948, 0.2500, 0.2343, 0.2184, 0.2111, 0.2020, 0.2277, 0.2167, 0.2129

---

Which of these has the highest total charge? C6H18O6Tl

---

total charge of number 4 (C9H14S)? -1